No. 1
Entry from the Open Molecules 2025 dataset: one molecule with the formula C6H12 (ωB97M-V/def2-TZVPD).

Geometry as XYZ:
```
18
Properties=species:S:1:pos:R:3:forces:R:3
C -1.12671 0.77021 -0.70290 0.0 -0.5 -0.1
C 0.29122 0.46498 0.90255 0.1 -0.5 -0.1
C -0.38699 1.71903 0.27663 -0.1 -0.3 0.0
C -0.77802 -0.46223 0.19862 0.8 -2.3 -1.2
C -0.37837 -1.96227 -0.47313 0.5 1.2 -0.2
C 1.68161 0.22255 0.32154 0.1 0.0 0.0
H -0.54228 0.67589 -1.62613 -0.2 0.1 0.0
H -1.46608 -1.11066 0.69347 -1.7 1.8 1.8
H 2.05643 -0.76451 0.61247 0.0 0.1 0.0
H -2.15889 1.01823 -0.98141 0.2 -0.2 0.2
H 1.66295 0.26171 -0.77561 0.0 0.0 0.2
H 2.39851 0.97478 0.66793 -0.1 -0.1 0.0
H -1.06057 2.24556 0.96550 0.1 -0.3 -0.1
H 0.28961 2.46908 -0.16782 -0.2 -0.4 0.1
H 0.24327 -1.76683 -1.33068 0.5 -0.3 -0.5
H -1.24041 -2.59597 -0.82073 0.4 1.2 0.4
H 0.15714 -2.62781 0.23841 -0.1 0.8 -0.2
H 0.35756 0.46825 2.00129 -0.2 -0.2 -0.3
```
Positions in Å, forces in eV/Å.

## Properties
E, eV: -6414.7795
SMILES: C[C@@H]1CC[C@@H]1C
Multiplicity: 1
Largest force on an atom, eV/A: 3.053
HOMO energy, eV: -9.8230
Lowest unoccupied orbital energy, eV: 1.2
Energy relative to the best compared isomer or geometry (same formula, charge and spin), kJ/mol: 208.5
Kohn-Sham gap, eV: 11.007

No. 2
Entry from the Open Molecules 2025 dataset: C4H14NOS2 as an isolated structure (ωB97M-V/def2-TZVPD).

Geometry as XYZ:
```
22
Properties=species:S:1:pos:R:3:forces:R:3
S 1.67498 -0.16979 0.43147 -0.2 0.6 0.2
S -1.54592 1.18175 -0.23102 0.4 -1.1 -0.1
O 2.31994 -2.87522 -0.85692 -0.2 -0.4 0.3
N -3.86761 -0.79578 -0.52668 -0.2 0.5 0.3
C -2.93348 -0.98327 0.56362 -0.5 -1.3 -1.0
C 3.24705 2.04310 0.26280 0.6 -0.3 -0.1
C -1.52956 -0.42973 0.33485 -2.4 4.7 2.4
C 1.78634 1.62696 0.40667 0.0 0.1 -0.1
H 2.33749 -1.93817 -0.60964 0.3 -0.2 -0.6
H -0.82718 -1.16292 -0.56825 0.8 -1.5 -1.6
H 1.25594 2.04541 1.26043 0.4 -0.1 0.3
H 3.96362 1.31280 0.64862 -0.3 0.0 0.5
H -0.71410 -1.66968 -1.19138 0.0 -0.1 0.5
H -3.77584 -1.38739 -1.33975 0.4 -0.1 0.1
H -3.78381 0.18234 -0.79756 -0.2 -0.3 -0.3
H 3.54083 2.06304 -0.78778 -0.2 0.4 -0.1
H -3.38010 -0.42194 1.38175 0.5 0.2 0.3
H -2.95628 -2.01878 0.90535 0.3 -0.1 -0.2
H -0.87641 -0.44659 1.20488 0.6 -1.1 -0.4
H 2.71818 -2.99869 -1.72103 0.1 0.4 0.0
H 1.19722 2.00881 -0.42511 0.1 -0.3 -0.3
H 3.46015 2.98738 0.76404 -0.1 0.1 -0.2
```
Positions in Å, forces in eV/Å.

## Properties
E, eV: -29578.0188
Multiplicity: 2
Largest force on an atom, eV/A: 5.810
HOMO energy (spin up / spin down), eV: -8.6851 / -8.6745
Lowest unoccupied orbital energy (spin up / spin down), eV: -1.4 / -2.2
Energy relative to the best compared isomer or geometry (same formula, charge and spin), kJ/mol: 244.7
Kohn-Sham gap (spin up / spin down), eV: 7.315 / 6.486

No. 3
Entry from the Open Molecules 2025 dataset: C32H47N2O2P2Pb as an isolated structure (ωB97M-V/def2-TZVPD).

Geometry as XYZ:
```
86
Properties=species:S:1:pos:R:3:forces:R:3
Pb 0.81191 -1.20220 0.92295 -0.7 0.5 -0.2
P 2.97708 0.18684 -0.32459 0.2 0.5 -0.4
P -1.94497 -0.55981 1.52920 -0.6 1.6 -0.1
O 1.49373 -2.79628 4.37866 -0.4 1.3 -0.6
O 1.41212 0.79472 3.93060 -0.2 -2.0 -0.4
N -0.29094 -1.65053 -1.24848 -1.7 1.1 -1.9
N 0.18223 1.32080 0.09566 -0.2 -0.9 0.6
C 1.36578 -1.63792 4.12195 0.5 -4.6 1.2
C -1.52449 2.87952 -0.50704 0.8 1.5 -0.7
C -3.14807 -2.03538 1.20864 0.2 0.4 0.1
C 0.73854 3.62054 -0.30043 1.4 -0.6 -0.1
C -3.87540 -2.44040 2.49741 -0.1 -0.1 0.0
C 5.71040 0.87468 0.14019 0.3 -0.1 0.2
C -4.01473 0.89757 2.72840 -0.3 0.2 0.3
C -1.67162 1.80267 3.01317 0.0 0.0 0.0
C 5.05382 -1.55368 0.38413 0.1 0.1 0.1
C 1.10497 2.29413 -0.07453 0.0 0.9 0.1
C 4.60869 -0.09322 0.59035 -0.2 0.0 -0.5
C -1.15679 1.61108 -0.03062 -0.4 0.1 0.8
C -3.72351 0.56399 -4.17681 0.4 -0.4 0.5
C -2.09828 -0.71511 -2.86993 -0.6 0.3 -1.2
C 3.12251 0.16682 -2.21838 0.4 -0.2 0.3
C -2.30145 0.93190 0.54156 1.5 -3.0 -3.3
C 1.33482 -0.41321 3.90110 0.2 5.4 0.0
C 4.36253 0.12918 2.09417 0.0 0.0 -0.1
C 4.23290 1.07551 -2.76447 0.1 -0.1 -0.3
C -2.30900 -0.22239 4.28460 -0.3 0.3 0.6
C -2.53364 0.52578 2.97544 0.2 -1.0 0.4
C -2.01468 -1.64629 -3.91620 0.4 -0.1 0.4
C -2.72700 -1.48793 -5.07434 -0.2 -0.2 -0.3
C 1.79393 0.64827 -2.80381 -0.4 0.1 -0.2
C -1.10025 -1.20085 -1.97502 1.2 0.5 3.4
C 3.35765 -1.28522 -2.66715 0.1 0.0 -0.1
C -2.99447 0.42932 -2.98261 0.7 -0.4 0.1
C 2.60063 1.95624 0.01186 -0.1 0.2 0.2
C -0.59440 3.90379 -0.57203 -1.4 0.0 -0.1
C -2.36136 -3.27779 0.74501 0.0 0.2 0.0
C -3.58475 -0.39558 -5.19401 0.3 -0.2 -0.1
C -4.16992 -1.68374 0.12699 -0.2 -0.2 0.0
H 4.05775 1.15490 2.32938 0.1 -0.2 0.0
H -2.55427 -2.25653 -5.83214 -0.5 0.5 -0.1
H 5.24031 0.68764 -2.57141 -0.3 0.1 0.0
H 6.52139 0.80349 0.88029 -0.1 0.1 -0.2
H -3.70185 -1.46957 -0.84011 -0.1 0.0 0.2
H 5.37644 -1.74971 -0.64598 -0.1 0.0 0.3
H 5.31268 -0.06279 2.61178 -0.2 0.0 0.0
H -4.81866 -0.85063 0.40827 0.2 0.0 -0.1
H 1.58514 1.70532 -2.58202 0.1 -0.3 0.0
H 0.94814 0.04679 -2.45330 0.3 0.2 0.0
H -0.91951 4.93821 -0.77122 0.2 -0.6 0.0
H -2.33834 0.51694 5.09494 0.0 -0.3 0.1
H -4.54334 -1.66201 2.87769 0.2 -0.2 -0.1
H -0.60065 1.57301 3.06171 -0.2 0.1 0.0
H 1.51511 4.39963 -0.31289 -0.4 -0.4 -0.1
H -1.85362 2.45496 2.15332 0.0 -0.2 0.4
H -4.12642 -0.30279 -6.12222 -0.2 0.2 0.0
H -3.01392 0.68285 -0.27278 -0.1 0.6 0.7
H -3.12582 1.21409 -2.20284 0.5 -1.0 -0.6
H 4.16411 2.10694 -2.39566 0.1 -0.3 -0.1
H -3.17232 -2.73546 3.28414 -0.1 0.1 -0.1
H 4.32060 -1.68425 -2.32286 -0.3 0.1 -0.1
H 3.36307 -1.30426 -3.76727 0.0 -0.1 0.3
H -4.49137 -3.32139 2.26663 0.1 0.2 0.1
H 6.13625 0.60636 -0.83258 -0.2 0.1 0.3
H -1.95373 2.35985 3.91585 0.1 -0.1 0.0
H -4.39808 1.42613 -4.32252 0.5 -0.6 0.2
H -1.61991 -3.59458 1.48845 -0.1 0.0 -0.1
H -4.36445 0.75044 1.69574 0.3 0.0 0.5
H -2.58549 3.04762 -0.65318 0.1 0.2 0.0
H -4.68474 0.34572 3.39940 0.1 0.1 -0.1
H 5.91005 -1.73879 1.04888 -0.2 -0.1 -0.2
H -4.15028 1.96920 2.93364 0.0 -0.3 0.0
H -3.07644 -0.97741 4.47466 0.2 0.2 0.0
H 2.55765 -1.95454 -2.31735 0.2 0.2 -0.1
H -1.32544 -0.70947 4.30244 -0.1 0.1 0.1
H 5.37673 1.92091 0.11684 0.1 -0.3 0.0
H 4.10662 1.11463 -3.85843 0.1 0.0 0.3
H 3.18025 2.57366 -0.70222 -0.5 -0.2 0.4
H -1.32349 -2.49182 -3.75241 -0.5 0.4 -0.5
H 3.61864 -0.56188 2.50549 0.1 0.0 -0.1
H 1.83907 0.54440 -3.90359 0.0 0.0 0.4
H 4.25526 -2.26369 0.64929 0.2 0.1 -0.1
H 2.99525 2.21499 1.01091 -0.3 -0.1 -0.3
H -1.85835 -3.12799 -0.21295 -0.1 0.0 0.1
H -3.08250 -4.09692 0.62335 0.2 0.1 0.0
H -4.82205 -2.55802 -0.00681 0.1 0.1 -0.1
```
Positions in Å, forces in eV/Å.

## Properties
E, eV: -64836.0007
Charge: +1
Multiplicity: 1
Largest force on an atom, eV/A: 5.401
HOMO energy (spin up / spin down), eV: -8.7444 / -8.7425
Lowest unoccupied orbital energy (spin up / spin down), eV: -5.0 / -4.8
Energy relative to the best compared isomer or geometry (same formula, charge and spin), kJ/mol: 0.0
Kohn-Sham gap (spin up / spin down), eV: 3.724 / 3.979

No. 4
Entry from the Open Molecules 2025 dataset: a 2-piece molecular cluster, C9H14 overall (ωB97M-V/def2-TZVPD).

Geometry as XYZ:
```
23
Properties=species:S:1:pos:R:3:forces:R:3
C 1.05479 -0.06021 2.42132 0.9 0.1 -0.7
C -1.98063 0.76387 -1.24652 -1.1 0.7 1.0
C 1.50497 -1.02547 0.22933 0.1 0.3 0.2
C 1.15994 -1.16902 1.56209 -0.4 0.5 1.0
C 1.91096 0.23775 -0.22513 0.3 -0.8 -0.3
C 1.84984 1.32853 0.59407 -1.3 0.4 1.0
C -3.52505 0.86526 -1.23974 0.8 0.4 -1.2
C 1.41652 -2.18167 -0.70155 0.9 -0.6 -0.7
C 1.33501 1.19380 1.90980 0.9 0.4 -0.8
H 1.30628 2.11060 2.48416 -0.2 -0.2 0.3
H -1.69106 1.35620 -0.37404 0.5 0.1 -0.2
H -3.83735 1.88558 -1.49452 0.2 0.1 0.7
H -1.62455 -0.23272 -1.02830 0.1 -0.4 -0.3
H 0.74680 -2.92793 -0.27775 -0.1 -0.1 -0.4
H -3.97260 0.34679 -2.09004 -0.1 -0.8 0.5
H 0.92840 -2.11390 2.04525 0.0 -0.2 -0.6
H 2.33352 0.30774 -1.22294 -0.3 0.1 -0.1
H -3.86425 0.57018 -0.25365 -0.6 -0.1 -0.2
H -1.54549 1.18118 -2.14205 0.2 0.0 -0.2
H 0.92984 -0.20958 3.48429 -0.5 0.0 0.0
H 2.38283 -2.66515 -0.92531 0.0 0.0 0.7
H 2.02252 2.32818 0.21522 0.4 -0.1 0.0
H 1.15877 -1.89002 -1.72400 -0.7 0.1 0.3
```
Positions in Å, forces in eV/Å.

## Properties
E, eV: -9559.6497
SMILES: Cc1ccccc1.CC
Multiplicity: 1
Largest force on an atom, eV/A: 1.700
HOMO energy, eV: -8.9305
Lowest unoccupied orbital energy, eV: 1.0
Energy relative to the best compared isomer or geometry (same formula, charge and spin), kJ/mol: 51.3
Kohn-Sham gap, eV: 9.940

No. 5
Entry from the Open Molecules 2025 dataset: a 3-piece molecular cluster, C3H11NO3 overall (ωB97M-V/def2-TZVPD).

Geometry as XYZ:
```
18
Properties=species:S:1:pos:R:3:forces:R:3
O -0.48187 -0.23283 -0.65367 -0.4 0.0 0.3
O -1.61020 4.76523 -1.46495 -1.6 -0.3 -0.4
O -2.37354 -1.91184 -3.19795 0.8 0.1 0.3
N -0.05841 -2.12075 0.48552 -0.1 0.4 0.3
C 0.11088 -0.77934 0.26035 1.4 -0.5 -0.9
C 1.29845 -0.04662 0.89444 -1.3 0.5 1.4
C 1.65941 -0.37110 2.34574 1.5 -0.1 -0.3
H 2.19525 -0.22047 0.30148 -0.3 0.2 -0.4
H 1.08355 0.11870 3.12232 -0.6 -0.5 -0.1
H -1.55228 3.92534 -0.99871 0.6 0.3 0.0
H -1.55215 -1.46655 -2.90800 -0.7 -0.2 -0.1
H 2.67999 -0.01745 2.55162 -0.1 0.2 -0.2
H -2.73597 -1.33462 -3.87099 -0.1 0.1 -0.1
H -0.80988 -2.49906 -0.05770 -0.3 -0.3 0.0
H 0.22448 -2.63210 1.30983 0.1 0.4 -0.2
H -0.81799 5.27655 -1.45319 1.0 -0.1 0.4
H 1.81275 -1.44176 2.44329 -0.6 -0.3 0.5
H 0.92752 0.98865 0.89056 0.7 -0.1 -0.5
```
Positions in Å, forces in eV/Å.

## Properties
E, eV: -10922.1655
SMILES: CCC(N)=O.O.O
Multiplicity: 1
Largest force on an atom, eV/A: 1.970
HOMO energy, eV: -10.0257
Lowest unoccupied orbital energy, eV: 0.7
Energy relative to the best compared isomer or geometry (same formula, charge and spin), kJ/mol: 81.1
Kohn-Sham gap, eV: 10.705

No. 6
Entry from the Open Molecules 2025 dataset: a 2-piece molecular cluster, C4H8F2N overall (ωB97M-V/def2-TZVPD).

Geometry as XYZ:
```
15
Properties=species:S:1:pos:R:3:forces:R:3
F -2.10841 -0.05424 -1.31964 -1.5 -0.9 -0.1
F 1.28583 -0.87275 -1.91536 0.2 -1.2 -1.0
N 1.55636 1.28141 0.12304 1.4 0.9 0.6
C 0.70358 0.63397 0.88294 -0.9 1.5 -0.5
C -1.12480 -1.00783 1.12121 -1.5 -0.3 1.1
C -1.09403 0.50985 -0.79143 1.5 0.5 0.2
C -0.54943 0.13350 0.37172 1.2 -1.7 0.2
H -1.84224 -1.57221 0.56556 -0.8 0.2 -0.9
H -1.73839 -0.56960 1.94563 0.8 -0.8 0.0
H 2.23903 1.98215 0.53095 -0.9 -1.6 -0.5
H -0.49282 -1.86777 1.36617 0.6 0.9 0.6
H -0.72968 1.25006 -1.44536 0.6 1.2 -0.4
H 1.65475 1.15358 -0.89974 -0.7 0.1 0.9
H 1.39018 -1.59835 -2.53290 -0.1 1.2 1.0
H 0.85007 0.59825 1.99721 0.1 0.2 -1.2
```
Positions in Å, forces in eV/Å.

## Properties
E, eV: -11194.7659
Charge: +1
Multiplicity: 1
Largest force on an atom, eV/A: 2.107
HOMO energy, eV: -14.4700
Lowest unoccupied orbital energy, eV: -5.4
Energy relative to the best compared isomer or geometry (same formula, charge and spin), kJ/mol: 65.8
Kohn-Sham gap, eV: 9.044